Entry 1:
The following is a DFT calculation (ωB97M-V/def2-TZVPD) of a structure of composition C22H30BrN5O2Pt.

Geometry as XYZ:
```
61
Properties=species:S:1:pos:R:3:forces:R:3
Pt -0.9929 -0.0704 0.3397 1.6 0.2 0.7
O 4.2330 1.1531 -0.8650 -0.2 -0.1 0.0
C 4.0978 -0.1567 -1.2552 0.2 -0.1 -0.1
C 5.1762 -0.9359 -1.6443 0.1 0.0 0.0
C 4.9781 -2.2625 -1.9991 0.0 0.1 0.0
C 3.7058 -2.8141 -1.9488 -0.1 -0.1 0.0
C 2.6303 -2.0264 -1.5650 0.1 0.0 -0.1
C 2.8167 -0.6918 -1.2336 -0.5 -0.2 -0.1
C 1.6626 0.2309 -0.8927 0.6 0.7 -0.2
O 0.4052 -0.2877 -1.1707 -1.3 -0.2 0.2
N 1.7653 0.6372 0.4999 0.0 -0.4 0.1
N 0.7006 0.5815 1.2927 -0.9 -0.2 -0.5
C 0.7410 0.9630 2.5182 0.3 0.1 0.1
C -0.3540 0.8445 3.4268 0.0 0.1 0.1
Br -1.8573 -0.1455 2.7607 -0.2 -0.1 -1.0
C -0.4419 1.2568 4.6936 -0.1 0.1 0.3
C 0.4519 2.1595 5.4113 0.1 0.0 0.1
C 0.4720 2.0764 6.8077 0.0 -0.2 0.0
C 1.3163 2.8836 7.5491 0.0 0.0 0.1
C 2.1294 3.8086 6.9103 0.1 0.0 0.0
C 2.0795 3.9409 5.5286 0.0 0.0 -0.1
C 1.2429 3.1287 4.7831 -0.1 0.0 -0.1
H 5.1358 1.4500 -1.0201 0.1 0.0 0.0
H 6.1696 -0.4984 -1.6722 0.0 -0.1 0.0
H 5.8217 -2.8641 -2.3112 0.0 0.0 0.0
H 3.5517 -3.8549 -2.2048 0.0 0.1 0.0
H 1.6304 -2.4441 -1.5264 0.0 0.0 0.0
H 1.8426 1.1505 -1.4648 -0.3 0.0 -0.2
H 2.6459 1.0054 0.8254 0.0 0.1 0.2
H 1.6709 1.3421 2.9278 0.1 0.0 0.0
H -1.2720 0.8721 5.2810 0.0 0.1 -0.1
H -0.1612 1.3497 7.3046 0.0 0.1 0.0
H 1.3362 2.7981 8.6281 0.0 0.0 -0.1
H 2.7935 4.4397 7.4871 -0.1 0.0 0.0
H 2.6849 4.6886 5.0339 0.0 0.0 0.0
H 1.1503 3.2966 3.7167 0.1 0.0 0.0
N -3.1957 -2.9713 -2.6346 0.0 0.2 -0.1
C -3.9360 -1.9400 -3.4063 0.1 0.3 -0.1
C -3.0276 -1.2818 -4.4579 0.1 -0.3 0.1
C -1.8618 -0.5027 -3.8406 -0.7 0.3 0.1
N -0.9005 -1.4744 -3.2098 0.5 0.4 -0.1
C -2.3926 0.5369 -2.8280 0.3 -0.4 0.4
C -3.4227 0.0260 -1.7964 0.2 -0.1 -0.6
N -2.7966 -0.6752 -0.6134 0.7 0.0 0.1
C -4.4867 -0.8567 -2.4772 0.1 -0.2 0.4
H -2.9543 -3.7380 -3.2583 0.0 0.0 0.0
H -3.8172 -3.3855 -1.9458 0.0 0.0 0.0
H -1.4774 -2.1567 -2.6945 0.1 -0.2 0.3
H -4.7796 -2.3935 -3.9285 -0.1 0.0 0.0
H -3.6405 -0.5839 -5.0307 0.1 0.0 -0.1
H -2.6530 -2.0307 -5.1631 0.0 0.0 0.0
H -1.3164 0.0266 -4.6194 0.1 0.0 0.0
H -0.1848 -1.0059 -2.5778 -0.4 -0.1 0.1
H -0.3923 -1.9895 -3.9278 0.0 0.0 -0.1
H -2.8806 1.3205 -3.4088 0.0 0.0 0.0
H -1.5607 1.0012 -2.2934 0.0 0.1 -0.1
H -3.9201 0.9009 -1.3829 0.1 0.0 0.1
H -2.6619 -1.6599 -0.8381 -0.2 0.0 -0.1
H -3.4541 -0.6416 0.1604 -0.2 -0.1 -0.2
H -5.1330 -0.2115 -3.0735 0.0 0.0 0.1
H -5.1127 -1.3182 -1.7059 -0.1 0.1 -0.1
```
Positions in Å, forces in eV/Å.

- multiplicity = 1
- orbital gap (eV) = 6.829
- E_HOMO (eV) = -13.1
- charge = +2
- energy relative to the best compared isomer or geometry (same formula, charge and spin) (eV) = 0.401

Results of the Löwdin charge analysis, in e, for atoms 1 through 8: atom 1 (Pt): 0.94, atom 2 (O): 0.06, atom 3 (C): -0.26, atom 4 (C): 0.00, atom 5 (C): -0.06, atom 6 (C): -0.07, atom 7 (C): -0.03, atom 8 (C): -0.11

Entry 2:
The following is a DFT calculation (ωB97M-V/def2-TZVPD) of a cluster of 3 separate species, C13H19F16NO4PS in total.

Geometry as XYZ:
```
55
Properties=species:S:1:pos:R:3:forces:R:3
C 5.4274 -4.8749 1.9840 -0.1 0.5 0.2
C 4.1924 -4.3165 2.7091 0.4 0.0 -0.3
S 3.0417 -5.5835 3.3090 -0.1 0.0 0.1
C 1.9756 -5.9025 1.9136 0.1 -0.2 0.2
N 0.7710 -4.9649 1.8840 -0.1 1.0 0.2
P -0.8239 -5.9041 1.5921 -0.9 -1.8 -1.4
O -1.3252 -6.2675 3.0830 0.1 1.1 -0.4
O -1.8162 -4.7600 0.9896 1.2 0.1 1.0
H 5.2154 -5.7697 1.4048 0.0 0.0 -0.1
H 6.2131 -5.0810 2.7075 0.0 -0.3 0.0
H 5.8099 -4.0923 1.3283 0.1 -0.1 -0.1
H 3.6853 -3.5672 2.1006 -0.2 -0.1 0.0
H 4.5186 -3.7963 3.6090 -0.2 0.0 0.1
H 2.4632 -5.8450 0.9436 0.1 0.1 0.0
H 1.6017 -6.9194 2.0269 -0.1 0.0 0.0
H 0.8790 -4.3218 1.0936 -0.1 0.0 0.0
H 0.7894 -4.3703 2.7233 0.0 -0.2 0.1
H -2.2308 -5.9501 3.2494 0.2 0.0 0.3
H -1.6334 -3.8540 1.2935 -0.5 0.2 0.0
C -2.8664 -0.7411 -1.2731 -0.4 -0.3 0.1
C -2.5831 0.2435 -2.4219 0.1 0.2 0.4
C -1.5472 -0.1706 -3.4717 0.0 0.0 -0.4
F -0.3305 -0.3485 -2.9086 0.0 0.0 0.2
F -1.4435 0.8091 -4.3877 0.0 0.0 0.1
F -2.2589 1.4485 -1.9058 0.0 0.0 0.0
F -3.7543 0.3818 -3.0935 0.0 -0.1 -0.1
O -2.2214 -0.4940 -0.0218 0.6 0.3 -0.1
C -0.9702 -0.9425 0.2738 -0.8 -0.1 -0.5
C 0.0149 0.1998 0.5468 0.1 0.1 0.1
F 0.1247 0.9973 -0.5257 0.0 -0.1 -0.1
F 1.2301 -0.3417 0.8094 0.0 0.0 0.0
F -0.5115 -1.8137 -0.6478 0.2 0.1 0.1
F -1.0616 -1.6565 1.4450 0.1 -0.3 0.2
H -3.9214 -0.6065 -1.0422 0.0 0.1 0.0
H -2.7547 -1.7772 -1.5918 0.2 0.0 -0.1
H -1.8517 -1.0934 -3.9738 0.0 0.0 0.0
H -0.3185 0.7888 1.4039 0.0 -0.1 0.0
C -1.4848 4.4671 -1.0567 -0.3 -0.4 0.2
C -0.7555 4.7768 -2.3771 -0.3 0.4 0.1
C 0.7758 4.7449 -2.3742 0.2 -0.1 -0.2
F 1.2920 5.6672 -1.5404 -0.1 0.0 0.1
F 1.2175 5.0179 -3.6222 -0.1 0.0 0.0
F -1.1940 5.9516 -2.8720 0.1 0.0 0.0
F -1.1335 3.8010 -3.2528 0.1 -0.1 0.0
O -1.9583 5.5602 -0.2868 0.5 0.4 -0.2
C -1.1645 6.1985 0.6383 -0.2 -0.5 -0.1
C -0.9375 7.6715 0.2794 0.0 0.2 0.0
F -0.3430 7.7833 -0.9221 0.0 -0.1 0.0
F -0.1278 8.2254 1.2095 0.0 -0.1 0.0
F -0.0036 5.5448 0.8409 0.0 0.1 -0.1
F -1.8353 6.1825 1.8126 0.0 0.0 0.0
H -2.3963 3.9551 -1.3596 0.0 0.1 -0.1
H -0.9280 3.7531 -0.4488 0.2 0.1 0.0
H 1.1384 3.7537 -2.0852 0.0 0.0 0.0
H -1.8907 8.2034 0.2594 0.0 0.0 0.0
```
Positions in Å, forces in eV/Å.

- multiplicity = 1
- orbital gap (eV) = 9.928
- E_HOMO (eV) = -13.0
- charge = +1

Results of the Löwdin charge analysis, in e, for atoms 1 through 8: atom 1 (C): -0.14, atom 2 (C): -0.53, atom 3 (S): 0.91, atom 4 (C): -0.50, atom 5 (N): -0.14, atom 6 (P): 0.90, atom 7 (O): -0.23, atom 8 (O): -0.24

Entry 3:
The following is a DFT calculation (ωB97M-V/def2-TZVPD) of the molecule C6H12O.

Geometry as XYZ:
```
19
Properties=species:S:1:pos:R:3:forces:R:3
C -1.6224 0.3359 0.8385 1.9 -1.5 1.4
O -2.4381 -0.7649 0.4439 -0.3 0.2 -0.6
C -0.8859 1.0322 -0.2860 -1.5 0.1 -1.6
C -0.1306 0.1265 -1.2573 1.5 -1.8 0.9
C 0.7264 -1.1138 -0.5897 -1.6 2.3 -0.7
C 2.2706 0.4842 0.4926 -1.0 -1.3 1.5
C 1.4639 -0.5889 0.6273 -0.3 0.3 -1.4
H -0.7491 -0.1018 1.4625 -1.6 0.9 -0.3
H -2.2672 0.9766 1.4599 0.5 0.1 -0.3
H -2.0350 -1.5974 0.6933 0.1 0.1 0.0
H -0.2600 1.8277 0.0952 0.2 0.0 0.4
H -1.6214 1.5310 -0.9455 0.1 0.1 0.4
H 0.6216 0.6888 -1.7760 0.3 0.7 -0.3
H -0.7243 -0.2963 -2.0595 -0.5 -0.1 0.2
H 1.4368 -1.4189 -1.3537 0.0 -0.1 0.0
H 0.0152 -1.9262 -0.4537 0.2 -0.1 0.5
H 2.1177 1.2025 -0.3092 0.9 -0.5 -0.2
H 2.9170 0.6452 1.3475 -0.1 0.9 -0.1
H 1.1647 -1.0424 1.5700 1.1 -0.3 0.1
```
Positions in Å, forces in eV/Å.

- multiplicity = 1
- orbital gap (eV) = 10.143
- E_HOMO (eV) = -9.2
- charge = 0
- energy relative to the best compared isomer or geometry (same formula, charge and spin) (eV) = 2.177
- SMILES string = C=CCCCCO

Results of the Löwdin charge analysis, in e, for atoms 1 through 8: atom 1 (C): -0.26, atom 2 (O): -0.07, atom 3 (C): -0.21, atom 4 (C): -0.18, atom 5 (C): -0.17, atom 6 (C): 0.00, atom 7 (C): -0.20, atom 8 (H): 0.12

Entry 4:
The following is a DFT calculation (ωB97M-V/def2-TZVPD) of a structure of composition C19H30N6O6S2SiW.

Geometry as XYZ:
```
65
Properties=species:S:1:pos:R:3:forces:R:3
W -0.2011 0.7142 -0.3939 0.0 0.3 0.1
O 1.1655 0.1297 -1.9087 0.2 -0.1 0.2
N 2.2758 0.8822 -1.9686 -0.2 -0.1 -0.5
C 3.4409 0.2684 -2.3893 0.1 0.1 0.1
C 4.3213 0.9697 -3.1547 -0.1 0.1 0.0
C 4.0865 2.3172 -3.5637 0.1 -0.1 0.0
C 2.9173 2.9236 -3.1308 -0.1 0.0 0.0
C 2.0111 2.2361 -2.3435 0.0 0.0 0.0
S 0.5791 2.7988 -1.6390 0.0 0.0 0.0
H 3.5714 -0.7340 -2.0132 0.0 0.0 0.0
H 5.2322 0.4681 -3.4547 0.0 0.0 0.0
H 4.8005 2.8422 -4.1777 0.0 0.0 0.0
H 2.6991 3.9576 -3.3657 0.0 0.0 0.0
C 2.4982 3.2945 0.8114 0.0 0.0 0.0
C 1.2868 3.0125 1.6494 0.1 -0.1 0.0
C 1.1154 3.6356 2.8660 0.0 0.0 0.1
C 0.0230 3.2862 3.6683 0.0 0.0 0.0
C -0.8254 2.2778 3.2956 0.0 0.0 0.0
C -0.5798 1.6309 2.0660 0.2 -0.1 0.1
N 0.3914 2.0960 1.2407 -0.1 0.1 0.0
N -1.1588 0.5543 1.5221 0.0 0.1 -0.2
Si -2.6770 -0.1040 2.0785 -0.1 -0.1 0.0
C -3.1222 -1.6709 1.1671 0.1 0.0 0.0
C -4.0424 1.1493 1.8646 0.0 0.0 0.0
C -2.5595 -0.5932 3.8893 0.1 0.0 0.1
H 3.2920 3.6837 1.4470 0.0 0.0 0.0
H 2.2906 4.0333 0.0374 0.0 0.0 0.0
H 2.8473 2.3819 0.3294 0.0 0.0 0.0
H 1.8325 4.3756 3.1900 0.0 0.0 0.0
H -0.1343 3.7959 4.6110 0.0 0.0 0.0
H -1.6443 1.9665 3.9235 0.0 0.0 0.0
H -3.4679 -1.4523 0.1571 0.0 0.0 0.0
H -3.9308 -2.1710 1.7058 0.0 0.0 0.0
H -2.2745 -2.3586 1.1155 0.0 0.0 0.0
H -4.2631 1.2791 0.8044 0.0 0.0 0.0
H -3.7444 2.1236 2.2589 0.0 0.0 0.0
H -4.9570 0.8415 2.3777 0.0 0.0 0.0
H -1.6280 -1.1281 4.0857 0.0 0.0 0.0
H -3.3918 -1.2569 4.1371 0.0 0.0 0.0
H -2.6095 0.2518 4.5758 0.0 0.0 0.0
N 0.6543 -1.7941 2.6703 0.0 0.0 0.0
N 1.3526 -2.2400 1.5452 0.0 0.0 0.2
C 1.8472 -1.3616 0.5994 0.3 0.1 -0.4
O 2.7215 -1.7740 -0.1523 -0.2 0.0 0.1
O 1.3763 -0.1381 0.5869 -0.2 -0.3 0.4
H 1.2605 -1.7254 3.4790 0.0 0.0 0.0
H -0.1087 -2.4253 2.8724 0.0 0.0 0.0
H 1.9483 -3.0498 1.6392 0.0 0.0 0.0
O -0.5562 -1.3416 -0.5842 0.1 -0.2 -0.1
S -1.4611 -1.9660 -1.6731 0.1 0.1 -0.1
C -1.0717 -3.7084 -1.4625 -0.1 0.0 0.1
C -1.2264 -4.2833 -2.8592 0.0 0.0 -0.1
C -0.4544 -3.3423 -3.7954 0.0 0.0 0.0
C -0.5942 -1.9048 -3.2701 0.0 0.0 0.0
H -1.7425 -4.1352 -0.7193 0.0 0.0 0.0
H -0.0421 -3.7379 -1.0997 0.0 0.0 0.0
H -2.2831 -4.3198 -3.1349 0.0 0.0 0.0
H -0.8448 -5.3027 -2.9019 0.0 0.0 0.0
H -0.8251 -3.4179 -4.8162 0.0 0.0 0.0
H 0.5989 -3.6217 -3.8105 0.0 0.0 0.0
H -1.1792 -1.2459 -3.9058 0.0 0.0 0.0
H 0.3558 -1.4176 -3.0586 0.0 0.0 0.0
O -1.7565 2.0641 -0.5152 0.0 0.1 0.0
N -2.1099 0.8304 -0.9294 0.0 0.0 -0.1
O -1.3259 0.6500 -2.0758 -0.1 0.1 -0.1
```
Positions in Å, forces in eV/Å.

- multiplicity = 3
- orbital gap (spin up / spin down) (eV) = 6.016 / 5.242
- E_HOMO (spin up / spin down) (eV) = -5.7 / -7.7
- expectation value of S² = 2.02
- charge = 0
- energy relative to the best compared isomer or geometry (same formula, charge and spin) (eV) = 1.605

Results of the Löwdin charge analysis, in e, for atoms 1 through 8: atom 1 (W): 1.70, atom 2 (O): -0.31, atom 3 (N): -0.17, atom 4 (C): -0.04, atom 5 (C): -0.05, atom 6 (C): -0.11, atom 7 (C): -0.11, atom 8 (C): -0.61

Entry 5:
The following is a DFT calculation (ωB97M-V/def2-TZVPD) of a structure of composition C5H8O.

Geometry as XYZ:
```
14
Properties=species:S:1:pos:R:3:forces:R:3
C -1.8525 -0.2809 -0.3015 -0.2 -0.1 0.0
C -1.2650 1.0810 -0.3618 0.0 0.1 -0.1
C -0.4800 -0.0215 0.3107 0.1 -0.1 0.1
C 0.5742 -0.7235 -0.4700 -0.5 -0.2 0.0
C 2.1867 -0.3511 0.3351 0.3 0.2 0.0
O 1.3833 -1.5005 0.4003 -0.2 0.0 0.0
H -1.8762 -0.8665 -1.2160 0.1 0.1 0.2
H -2.6659 -0.4747 0.3897 0.1 0.0 -0.1
H -1.6853 1.8500 0.2812 0.1 -0.2 -0.1
H -0.9019 1.4349 -1.3222 0.0 -0.1 0.1
H -0.4356 -0.0282 1.4008 0.1 0.0 -0.2
H 1.7079 0.1409 -0.6646 0.4 0.3 0.2
H 3.2095 -0.5815 0.0257 -0.2 0.1 0.0
H 2.1009 0.3216 1.1928 -0.1 -0.1 -0.2
```
Positions in Å, forces in eV/Å.

- multiplicity = 1
- orbital gap (eV) = 9.352
- E_HOMO (eV) = -8.3
- charge = 0
- energy relative to the best compared isomer or geometry (same formula, charge and spin) (eV) = 5.313

Results of the Löwdin charge analysis, in e, for atoms 1 through 8: atom 1 (C): -0.12, atom 2 (C): -0.12, atom 3 (C): -0.31, atom 4 (C): -0.08, atom 5 (C): -0.13, atom 6 (O): -0.14, atom 7 (H): 0.10, atom 8 (H): 0.10

Looking at molar mass for the records above, in order, we have 671.50 620.31 100.16 714.55 84.12 g mol⁻¹.
Looking at maximum force for the records above, in order, we have 1.77 2.42 2.84 0.53 0.56 eV Å⁻¹.